(1)
{"formula": "C31H31F5I2N2O2PdSb2", "method": "the ωB97M-V functional and the def2-TZVPD basis", "elements": ["Pd", "I", "C", "C", "C", "I", "C", "O", "C", "C", "N", "C", "C", "C", "C", "C", "C", "N", "C", "H", "H", "H", "H", "H", "H", "H", "H", "H", "H", "H", "C", "Sb", "C", "C", "C", "C", "C", "C", "C", "C", "C", "Sb", "C", "C", "H", "H", "H", "H", "H", "H", "H", "H", "H", "H", "H", "H", "H", "H", "H", "H", "H", "H", "H", "H", "F", "C", "C", "F", "C", "F", "C", "O", "C", "F", "C", "F"], "coordinates": [[1.0427, 0.9024, -0.5372], [4.2494, 1.0413, 5.8843], [2.8503, 0.5521, 4.4295], [1.4982, 0.7062, 4.6676], [0.5657, 0.3912, 3.6908], [-1.4150, 0.7215, 4.2408], [0.9305, -0.0950, 2.4169], [0.0193, -0.3036, 1.4352], [2.3270, -0.2461, 2.2089], [2.9021, -0.7882, 0.9373], [2.9510, 0.1886, -0.1944], [3.8526, 1.3461, -0.0126], [3.1122, 2.5279, 0.5496], [3.7761, 3.5400, 1.2187], [3.0625, 4.6252, 1.6944], [1.6899, 4.6595, 1.5003], [1.0887, 3.6210, 0.8246], [1.7801, 2.5783, 0.3372], [3.2481, 0.0651, 3.2001], [1.1567, 1.0755, 5.6248], [2.3173, -1.6286, 0.5710], [3.9203, -1.1434, 1.1107], [3.2669, -0.3465, -0.9996], [4.2507, 1.6204, -0.9914], [4.6969, 1.0808, 0.6275], [4.8444, 3.4647, 1.3706], [3.5661, 5.4248, 2.2205], [1.0858, 5.4744, 1.8717], [0.0188, 3.6064, 0.6850], [4.3023, -0.0877, 3.0018], [-1.7039, 3.7197, -1.6576], [-1.3517, 1.7020, -1.1018], [-2.1341, 0.6846, -2.7861], [-2.8304, 1.4070, 0.4292], [-3.8827, 0.4214, 0.0115], [-4.9573, 0.8379, -0.7683], [-5.9115, -0.0594, -1.2194], [-5.8056, -1.4009, -0.8968], [-4.7512, -1.8319, -0.1087], [-3.7842, -0.9421, 0.3610], [-2.7370, -1.4747, 1.2766], [-0.7709, -1.9984, 0.4840], [0.1318, -3.2500, 1.9186], [-1.4448, -3.3028, -1.0739], [-2.6095, 3.7396, -2.2616], [-0.8685, 4.0995, -2.2418], [-1.8496, 4.3410, -0.7760], [-3.1540, 1.0181, -2.9680], [-2.1397, -0.3943, -2.6338], [-1.5044, 0.9242, -3.6371], [-3.2135, 2.4101, 0.6199], [-2.2756, 1.0882, 1.3055], [-5.0541, 1.8895, -1.0156], [-6.7438, 0.2911, -1.8148], [-6.5526, -2.1042, -1.2386], [-4.6957, -2.8755, 0.1801], [-2.9427, -2.5154, 1.5467], [-2.4853, -0.8890, 2.1508], [-0.6193, -3.9732, 2.2370], [0.4405, -2.6389, 2.7637], [0.9740, -3.7866, 1.4932], [-0.9980, -4.2846, -0.9200], [-1.1991, -2.9465, -2.0719], [-2.5283, -3.3652, -0.9868], [2.5424, -3.6562, -5.4086], [2.0700, -3.0639, -4.3312], [2.0785, -3.7223, -3.1107], [2.5595, -4.9482, -3.0145], [1.5908, -3.0837, -1.9839], [1.6216, -3.7209, -0.8050], [1.0660, -1.7997, -2.0367], [0.6214, -1.1683, -0.9022], [1.0752, -1.1563, -3.2695], [0.6188, 0.0961, -3.3619], [1.5754, -1.7707, -4.4048], [1.5758, -1.1203, -5.5550]], "relative_energy_ev": 0.000, "energy_ev": -86053.16990, "spin_multiplicity": 1, "max_force_ev_per_a": 1.08, "gap_ev": 6.6, "total_charge": 2}



(2)
{"formula": "C8H17ClINOPZr", "method": "the ωB97M-V functional and the def2-TZVPD basis", "elements": ["C", "I", "H", "H", "H", "Zr", "P", "C", "C", "H", "H", "H", "C", "H", "H", "H", "H", "H", "H", "C", "O", "Cl", "C", "C", "C", "N", "H", "H", "H", "H", "H"], "coordinates": [[-1.8995, 1.3195, -0.3305], [-3.4832, 0.2711, -0.9924], [-1.4789, 2.1085, -0.9688], [-1.9417, 1.6403, 0.6994], [-1.1682, 0.4548, -0.3321], [1.3411, -0.6440, -0.0277], [1.3900, 0.3486, -2.4409], [0.1090, 0.9831, -3.5766], [2.6428, 1.6848, -2.5651], [3.0238, -1.3782, -2.7669], [2.5590, -0.6030, -4.3280], [1.4524, -1.7826, -3.5373], [2.1912, -0.9884, -3.3698], [3.4897, 1.4505, -1.9141], [3.0026, 1.8113, -3.5956], [0.5860, 1.4937, -4.4334], [-0.5660, 1.6784, -3.0517], [2.2360, 2.6336, -2.1923], [-0.4833, 0.1405, -3.9623], [-4.2207, 0.0116, 1.9858], [-4.5154, -0.4499, 2.9840], [1.3994, 1.6414, 0.5882], [-0.2926, -1.6107, 5.2585], [-1.1220, -1.6185, 3.9336], [-0.4698, -1.1375, 2.7318], [0.0055, -0.9910, 1.6552], [0.5739, -2.2839, 5.1561], [-0.9283, -1.9458, 6.0999], [0.0766, -0.6016, 5.4700], [-1.4912, -2.6470, 3.7374], [-2.0183, -0.9894, 4.0854]], "relative_energy_ev": 0.733, "energy_ev": -43269.25481, "spin_multiplicity": 1, "max_force_ev_per_a": 4.09, "gap_ev": [3.8, 3.8], "total_charge": 3}



(3)
{"formula": "C6H5NO2", "method": "the ωB97M-V functional and the def2-TZVPD basis", "elements": ["C", "C", "C", "C", "C", "C", "N", "O", "O", "H", "H", "H", "H", "H"], "coordinates": [[0.3686, -0.2024, 1.3931], [0.1265, -1.0175, 0.2699], [0.3595, 1.1851, 1.2013], [0.1484, 1.0173, -1.0273], [-3.9766, -0.0335, 0.1425], [-0.0192, -0.3843, -1.0028], [0.3942, 1.7824, 0.0296], [-4.2036, -0.3958, -0.9250], [-3.5537, 0.4639, 1.0874], [0.5747, -0.6846, 2.2959], [0.1200, -2.1791, 0.4052], [0.4594, 1.8843, 1.9578], [0.0071, 1.5125, -2.0141], [-0.5733, -0.9119, -1.8668]], "relative_energy_ev": 0.000, "energy_ev": -11883.59210, "spin_multiplicity": 3, "max_force_ev_per_a": 5.91, "gap_ev": [5.8, 7.1], "total_charge": 0}



(4)
{"formula": "C39H43Br2N2O2PmSiTe", "method": "the ωB97M-V functional and the def2-TZVPD basis", "elements": ["Pm", "Br", "C", "Br", "H", "H", "C", "Si", "C", "C", "N", "C", "C", "C", "C", "C", "C", "O", "C", "C", "C", "C", "C", "C", "H", "H", "H", "H", "H", "H", "H", "H", "H", "H", "H", "H", "H", "H", "H", "H", "H", "H", "C", "C", "C", "C", "C", "C", "Te", "N", "C", "O", "C", "C", "C", "C", "C", "C", "C", "C", "C", "C", "C", "C", "C", "C", "C", "C", "H", "H", "H", "H", "H", "H", "H", "H", "H", "H", "H", "H", "H", "H", "H", "H", "H", "H", "H", "H", "H", "H", "H"], "coordinates": [[-0.2255, -0.0102, -0.5528], [0.6637, 0.4831, 1.9651], [3.5155, -0.2739, 0.7467], [2.7722, -0.2492, -0.9734], [3.7448, -1.2479, 1.1477], [4.0359, 0.6248, 1.0346], [-2.1374, -4.1590, -1.2006], [-1.5493, -3.0808, 0.1833], [-1.8838, -3.8810, 1.8172], [0.3232, -2.8991, -0.0279], [-2.0627, -1.3923, 0.0208], [-3.1963, -0.8160, 0.4544], [-4.3812, -1.5333, 0.7851], [-5.5642, -0.8849, 1.0406], [-5.6307, 0.5113, 0.9670], [-4.4940, 1.2590, 0.6755], [-3.2959, 0.6142, 0.4564], [-2.1337, 1.3149, 0.1475], [-1.7931, 2.5065, 0.8523], [-0.8017, 3.2709, 0.2671], [-0.3620, 4.4182, 0.9069], [-0.9142, 4.7916, 2.1240], [-1.8898, 3.9942, 2.7035], [-2.3343, 2.8375, 2.0756], [-1.7803, -5.1782, -1.0190], [-1.7362, -3.8250, -2.1590], [-3.2281, -4.1942, -1.2916], [-1.1255, -4.6559, 1.9633], [-2.8634, -4.3655, 1.8448], [-1.8226, -3.1833, 2.6556], [0.7773, -3.8922, 0.0096], [0.7676, -2.3221, 0.7915], [0.6105, -2.4879, -1.0051], [-4.3337, -2.6171, 0.8129], [-6.4519, -1.4558, 1.2808], [-6.5709, 1.0191, 1.1398], [-4.5408, 2.3389, 0.6321], [-0.3617, 2.9880, -0.6794], [0.4250, 5.0082, 0.4554], [-0.5762, 5.6881, 2.6259], [-2.3112, 4.2598, 3.6647], [-3.0604, 2.2050, 2.5651], [-4.9903, -5.2938, -6.4142], [-4.3792, -4.2641, -5.5039], [-5.1773, -3.4429, -4.7150], [-4.6388, -2.4584, -3.9038], [-5.6130, -1.6056, -3.1142], [-3.2397, -2.2765, -3.8820], [-2.7690, -0.5265, -2.7254], [-0.7446, -0.5262, -2.9102], [-0.0180, 0.5755, -3.1430], [0.2621, 1.3718, -2.1332], [0.5707, 0.8423, -4.4557], [0.0334, 0.2766, -5.6116], [0.5796, 0.5737, -6.8478], [1.6795, 1.4202, -6.9405], [2.2285, 1.9765, -5.7906], [1.6714, 1.7005, -4.5545], [-3.2622, 0.7726, -4.3364], [-3.5467, 0.2816, -5.6072], [-3.8149, 1.1611, -6.6445], [-3.7911, 2.5284, -6.4131], [-3.5200, 3.0107, -5.1416], [-3.2584, 2.1501, -4.0798], [-2.9950, 2.7183, -2.7078], [-2.4021, -3.1252, -4.6196], [-0.8889, -3.1824, -4.6066], [-3.0097, -4.0927, -5.4245], [-5.8841, -5.7333, -5.9715], [-4.2851, -6.0928, -6.6397], [-5.2848, -4.8344, -7.3602], [-6.2548, -3.5717, -4.7320], [-6.6126, -2.0284, -3.1841], [-5.6648, -0.5840, -3.5035], [-5.3554, -1.5471, -2.0525], [-0.8156, -0.3898, -5.5354], [0.1489, 0.1448, -7.7436], [2.1081, 1.6466, -7.9082], [3.0868, 2.6325, -5.8621], [2.0822, 2.1396, -3.6536], [-3.5572, -0.7815, -5.8024], [-4.0391, 0.7733, -7.6304], [-3.9858, 3.2200, -7.2230], [-3.5133, 4.0794, -4.9612], [-3.0553, 3.8047, -2.7191], [-1.9982, 2.4538, -2.3480], [-3.7282, 2.3532, -1.9839], [-0.4299, -2.4490, -3.9606], [-0.5005, -3.0390, -5.6169], [-0.5790, -4.1813, -4.2888], [-2.3592, -4.7492, -5.9952]], "energy_ev": -220022.83702, "spin_multiplicity": 6, "max_force_ev_per_a": 3.33, "gap_ev": [6.2, 6.2], "total_charge": 1}



(5)
{"formula": "C2H10IO4", "method": "the ωB97M-V functional and the def2-TZVPD basis", "elements": ["I", "O", "H", "H", "O", "H", "H", "C", "C", "O", "O", "H", "H", "H", "H", "H", "H"], "coordinates": [[-2.3100, -3.0166, -1.4939], [-4.3974, 1.5813, -4.5064], [-4.2039, 2.4717, -4.2132], [-3.9271, 1.0185, -3.8914], [-0.3163, -5.2772, 2.5126], [-0.7613, -6.1175, 2.4032], [-0.7048, -4.7112, 1.8456], [1.5314, 2.0860, 0.1018], [2.2893, 0.9976, 0.9504], [2.2535, 1.2574, 2.3503], [0.0850, 2.0558, 0.3218], [1.7149, 1.8241, -0.9402], [1.7336, 3.1328, 0.3283], [3.3368, 1.0885, 0.6632], [1.8507, 0.0123, 0.7923], [2.0633, 0.3993, 2.7365], [-0.2377, 1.1970, 0.0390]], "relative_energy_ev": 0.000, "energy_ev": -18528.68133, "spin_multiplicity": 1, "max_force_ev_per_a": 2.38, "gap_ev": 6.6, "total_charge": -1}



(6)
{"formula": "BrH10O5", "method": "the ωB97M-V functional and the def2-TZVPD basis", "elements": ["Br", "O", "H", "H", "O", "H", "H", "O", "H", "H", "O", "H", "H", "O", "H", "H"], "coordinates": [[9.6715, 12.7499, 7.3103], [10.2320, 14.5305, 4.3800], [10.2211, 14.1254, 5.2472], [9.7668, 15.3589, 4.4962], [12.7158, 13.5082, 6.9788], [12.8853, 14.2120, 6.3525], [11.7661, 13.3908, 6.9566], [8.6525, 11.2802, 4.2915], [8.2847, 12.1352, 4.0682], [8.8959, 11.3570, 5.2140], [9.6781, 12.8687, 11.1153], [9.5176, 12.9864, 10.1790], [8.8594, 13.1338, 11.5344], [7.3339, 15.4243, 7.4135], [7.6487, 16.0033, 8.1077], [8.0273, 14.7722, 7.3122]], "relative_energy_ev": 0.137, "energy_ev": -80445.99840, "spin_multiplicity": 1, "max_force_ev_per_a": 1.20, "gap_ev": 9.0, "total_charge": -1}



(7)
{"formula": "C6H12O", "method": "the ωB97M-V functional and the def2-TZVPD basis", "elements": ["C", "C", "C", "C", "C", "O", "C", "H", "H", "H", "H", "H", "H", "H", "H", "H", "H", "H", "H"], "coordinates": [[2.7995, 0.2509, 0.3417], [1.4286, -0.4236, 0.3476], [0.2428, 0.5452, 0.3984], [-1.0804, -0.2100, 0.4759], [-1.6174, -0.8043, -0.8407], [-2.7704, 0.0486, -0.8185], [-2.4050, 0.5715, 0.4666], [2.9248, 0.9042, -0.5297], [2.9448, 0.8614, 1.2409], [3.6020, -0.4953, 0.3157], [1.3643, -1.0953, 1.2148], [1.3340, -1.0638, -0.5412], [0.2556, 1.1985, -0.4866], [0.3474, 1.2050, 1.2716], [-1.0311, -0.9363, 1.2948], [-1.8916, -1.8665, -0.7984], [-0.9983, -0.6333, -1.7329], [-2.3432, 1.6679, 0.4719], [-3.1050, 0.2483, 1.2466]], "relative_energy_ev": 1.340, "energy_ev": -8463.01429, "smiles": "CCCC1COC1", "spin_multiplicity": 1, "max_force_ev_per_a": 0.41, "gap_ev": 10.7, "total_charge": 0}



(8)
{"formula": "C8H10F6Si", "method": "the ωB97M-V functional and the def2-TZVPD basis", "elements": ["C", "C", "C", "C", "C", "C", "C", "C", "F", "F", "F", "F", "F", "F", "Si", "H", "H", "H", "H", "H", "H", "H", "H", "H", "H"], "coordinates": [[-2.6415, -1.7314, 0.6008], [-1.2659, 2.1433, 1.3020], [-1.3853, -1.3051, 0.8975], [-1.3311, 1.6653, 0.0970], [-0.4860, -0.4488, -2.1006], [1.3707, -0.0106, 0.4285], [2.0833, -1.2741, 0.1082], [2.0494, 1.2382, 0.1051], [1.3409, -2.3641, 0.2552], [2.3605, -1.3816, -1.1956], [3.2326, -1.3207, 0.7914], [3.3742, 1.1306, 0.2496], [1.7776, 1.6608, -1.1267], [1.6119, 2.2378, 0.8491], [-0.5763, 0.0011, -0.2639], [-3.2057, -2.5741, 0.9105], [-3.2436, -1.2035, -0.1951], [-1.6723, 3.0900, 1.6813], [-0.7232, 1.6404, 2.0719], [-0.7682, -1.9550, 1.4028], [-1.8464, 2.0574, -0.7819], [-0.8087, 0.4477, -2.7561], [0.5220, -0.5488, -2.4630], [-1.1105, -1.2611, -2.4150], [1.3417, 0.0663, 1.5471]], "relative_energy_ev": 0.000, "energy_ev": -32639.99662, "smiles": "C=C[Si](C)(C=C)C(C(F)(F)F)C(F)(F)F", "spin_multiplicity": 1, "max_force_ev_per_a": 3.85, "gap_ev": 10.9, "total_charge": 0}



M values, unit g/mol, following the record order: 1162.3, 427.8, 123.1, 1032.3, 225.0, 170.0, 100.2, 248.2.